(1)
{
  "formula": "C5H11BrO",
  "method": "ωB97M-V/def2-TZVPD",
  "homo_lumo_gap_ev": 10.16,
  "multiplicity": 1,
  "homo_ev": -9.3131,
  "relative_energy_kj_mol": 219.3,
  "elements": ["C", "C", "Br", "O", "C", "H", "H", "H", "H", "H", "C", "C", "H", "H", "H", "H", "H", "H"],
  "positions_angstrom": [[1.483, -1.413, 1.351], [0.270, -0.973, 1.570], [-0.297, -0.432, 3.292], [-0.769, -0.913, 0.689], [-0.404, -1.513, -0.524], [1.901, -1.881, 0.475], [2.083, -1.096, 2.211], [0.602, -1.085, -0.876], [-1.070, -1.259, -1.258], [-0.464, -2.648, -0.422], [-1.073, 1.801, -2.007], [-0.166, 2.480, -0.980], [-1.363, 2.398, -2.883], [-2.126, 1.547, -1.733], [-0.649, 0.890, -2.243], [-0.640, 3.323, -0.430], [0.152, 1.850, -0.180], [0.745, 2.759, -1.643]],
  "forces_ev_per_angstrom": [[1.45, 0.62, 1.41], [-2.02, 0.11, -0.64], [0.01, 0.25, -0.19], [0.44, -0.06, 0.73], [2.29, -1.32, 0.36], [-0.10, 0.20, 0.08], [0.48, -0.93, -0.56], [-1.24, -1.05, 0.48], [-2.04, 0.83, -1.56], [0.71, 1.36, -0.14], [-2.71, 1.31, 0.77], [0.33, 1.33, -1.57], [1.11, 0.05, -0.04], [0.74, 0.04, 0.90], [0.95, -1.81, -1.14], [0.48, -0.11, -0.91], [0.32, -0.93, 0.29], [-1.22, 0.11, 1.72]]
}

(2)
{
  "formula": "C5H11CaO3",
  "method": "ωB97M-V/def2-TZVPD",
  "homo_lumo_gap_ev": [4.91, 6.89],
  "multiplicity": 2,
  "homo_ev": [-4.6445, -6.8952],
  "relative_energy_kj_mol": 52.8,
  "elements": ["O", "C", "C", "O", "C", "C", "O", "C", "Ca", "H", "H", "H", "H", "H", "H", "H", "H", "H", "H", "H"],
  "positions_angstrom": [[-3.105, -0.368, -1.451], [-3.095, -0.355, -0.093], [-2.082, 0.615, 0.520], [-0.729, 0.308, 0.141], [0.298, 0.446, 1.108], [1.504, -0.297, 0.589], [1.690, 0.067, -0.778], [2.946, -0.328, -1.320], [-0.123, 0.195, -1.909], [-2.903, -1.363, 0.359], [-4.061, -0.028, 0.376], [-2.132, 0.621, 1.622], [-2.246, 1.619, 0.106], [-0.007, 0.018, 2.072], [0.514, 1.519, 1.224], [1.359, -1.386, 0.651], [2.391, -0.017, 1.175], [2.946, -0.057, -2.381], [3.753, 0.205, -0.801], [3.082, -1.413, -1.211]],
  "forces_ev_per_angstrom": [[1.45, 0.39, 0.15], [-0.03, -0.19, -0.17], [-0.78, 0.65, 0.46], [0.55, -0.90, 0.85], [-0.20, 0.40, 0.08], [0.26, -0.23, 0.47], [0.97, 0.01, 0.76], [0.56, -0.16, -0.05], [-2.47, -0.19, -2.49], [0.08, 0.16, 0.04], [0.16, -0.02, -0.14], [-0.01, 0.07, -0.27], [-0.32, -0.08, 0.33], [0.01, 0.11, -0.15], [0.07, -0.23, 0.17], [0.03, 0.23, 0.01], [-0.13, -0.08, -0.13], [-0.02, -0.08, 0.24], [-0.14, -0.09, -0.09], [-0.03, 0.24, -0.06]]
}

(3)
{
  "formula": "C5H11ClIrNORe",
  "method": "ωB97M-V/def2-TZVPD",
  "homo_lumo_gap_ev": [6.32, 6.91],
  "multiplicity": 8,
  "homo_ev": [-7.0066, -9.8198],
  "relative_energy_kj_mol": 111.6,
  "elements": ["Ir", "Cl", "C", "C", "H", "H", "H", "H", "H", "H", "Re", "C", "C", "H", "H", "H", "H", "H", "O", "C", "N"],
  "positions_angstrom": [[0.994, -0.662, -2.734], [1.310, -2.401, -0.605], [2.281, 0.939, -2.948], [-0.436, -1.145, -3.976], [2.138, 1.492, -3.893], [2.213, 1.649, -2.114], [3.270, 0.488, -2.866], [-0.527, -0.503, -4.881], [-1.417, -1.190, -3.499], [-0.208, -2.199, -4.258], [-0.003, 0.093, -0.591], [-1.587, -1.073, 0.085], [-0.902, 1.812, -0.021], [-2.506, -0.701, -0.308], [-1.558, -2.107, -0.227], [-1.656, -1.033, 1.162], [-1.953, 1.844, 0.001], [-0.197, 2.553, 0.311], [2.439, 0.737, 2.788], [1.915, 0.520, 1.759], [1.332, 0.314, 0.717]],
  "forces_ev_per_angstrom": [[2.28, -0.57, -0.67], [-0.37, 1.07, -1.39], [0.34, 0.56, 0.22], [-1.70, -1.12, -1.78], [0.05, -0.41, 0.34], [-0.05, -0.04, -0.10], [0.24, 0.05, -0.24], [0.26, -0.38, 0.56], [-0.13, 0.05, 0.08], [-0.09, 0.46, -0.14], [-0.26, -2.60, 2.23], [0.18, 0.16, -0.02], [0.64, 0.33, -0.68], [-0.92, 0.67, -0.32], [0.54, -0.34, -0.08], [0.03, 0.00, 0.41], [-1.13, 0.76, 0.44], [-0.49, 0.78, 0.31], [-0.03, -0.24, -0.80], [-0.85, 0.07, -0.20], [1.45, 0.75, 1.82]]
}

(4)
{
  "formula": "C5H11ClN",
  "method": "ωB97M-V/def2-TZVPD",
  "charge": 1,
  "homo_lumo_gap_ev": [8.05, 8.05],
  "multiplicity": 1,
  "homo_ev": [-14.0202, -14.0210],
  "relative_energy_kj_mol": 369.4,
  "elements": ["C", "C", "C", "Cl", "N", "C", "C", "H", "H", "H", "H", "H", "H", "H", "H", "H", "H", "H"],
  "positions_angstrom": [[-2.545, -1.539, -0.125], [-1.153, -1.026, 0.180], [-0.815, 0.388, -0.129], [-1.973, 1.435, -0.721], [0.737, 0.981, 0.238], [0.996, 2.386, 0.266], [1.977, 0.218, 0.156], [-2.557, -2.569, -0.078], [-3.271, -1.063, 0.560], [-2.799, -1.391, -1.095], [-0.970, -1.184, 1.287], [-0.507, -1.539, -0.419], [1.990, 2.585, 0.515], [0.268, 3.020, 0.846], [0.784, 2.781, -0.695], [1.932, -0.741, 0.550], [2.760, 0.827, 0.803], [2.378, 0.191, -0.922]],
  "forces_ev_per_angstrom": [[0.08, 2.25, 2.48], [-1.07, 1.42, 2.28], [5.45, 2.48, 1.43], [1.07, -0.08, 0.60], [-6.00, -2.63, -0.69], [-3.40, 1.47, -0.41], [1.99, 2.22, -0.77], [0.05, -2.26, 0.89], [0.16, -0.54, -0.49], [-0.94, 1.07, -3.04], [0.40, 0.10, -1.23], [2.41, -1.93, -1.21], [1.27, 0.25, 0.54], [0.75, -1.07, 0.25], [0.33, 0.54, -1.43], [-0.36, -1.82, 0.63], [-1.59, -1.49, -1.34], [-0.61, 0.04, 1.51]]
}